Entry from OMol25: a molecular structure, C38H46N2O3Ru (ωB97M-V/def2-TZVPD).

orbital gap (spin up / spin down): 6.573 / 6.755 eV
net charge: -1
multiplicity: 2
calculated total energy: -51860.0142 eV
energy relative to the best compared isomer or geometry (same formula, charge and spin): 0.162 eV

The geometry in XYZ format:
```
90
Properties=species:S:1:pos:R:3:forces:R:3:mulliken_spin:R:1
Ru 0.39152 0.22118 0.35298 -0.2 0.5 0.5 0.80
C -0.19047 1.69404 2.37528 0.1 -0.1 0.2 0.16
C 0.95573 2.20329 1.70740 0.0 0.0 0.0 -0.07
C 1.99007 1.20067 1.81554 -0.2 -0.4 -0.2 0.02
C 1.36546 0.07326 2.45993 0.4 0.0 0.1 0.05
C 0.03497 0.37133 2.79191 -0.1 0.1 0.3 0.06
C -0.85778 -0.47795 3.67388 0.0 0.0 0.0 0.02
C -0.95239 -1.91212 3.14606 0.0 0.0 0.0 0.00
C -0.24246 -0.50735 5.08268 0.0 0.0 0.0 0.00
C -2.26131 0.12127 3.77039 0.0 0.0 0.0 0.01
C 3.50980 1.23377 1.57124 0.0 0.1 0.1 0.01
C 4.14040 2.32562 2.45330 0.0 0.0 0.1 0.00
C 4.13676 -0.09300 2.02612 0.0 0.0 -0.1 0.00
C 3.95230 1.46604 0.11918 0.0 0.0 0.0 0.00
C 0.94994 3.69050 1.32294 0.0 0.0 0.0 -0.01
C 1.30758 4.50622 2.57884 0.0 0.1 0.0 0.00
C -0.47067 4.11937 0.90495 0.0 0.0 0.0 0.01
C 1.89470 4.10183 0.19195 0.0 0.0 0.0 0.00
H -1.13141 2.20747 2.46117 0.0 0.0 0.0 0.00
H 1.83846 -0.85901 2.72130 0.2 0.0 -0.1 0.00
H 0.04002 -2.34500 3.00263 0.0 0.0 0.0 0.00
H -1.47403 -1.94860 2.18820 0.0 0.0 0.0 0.00
H -1.49608 -2.53899 3.85970 0.0 0.0 0.0 0.00
H 0.73026 -1.00294 5.07203 0.0 0.0 0.0 0.00
H -0.89580 -1.04641 5.77571 0.0 0.0 0.0 0.00
H -0.09933 0.50742 5.46057 0.0 0.0 0.0 0.00
H -2.71214 0.24907 2.78594 0.0 0.0 0.0 -0.01
H -2.24130 1.09716 4.26158 0.0 0.0 0.0 0.00
H -2.90838 -0.53625 4.35663 0.0 0.0 0.0 0.00
H 3.80733 2.23140 3.48998 0.0 0.0 0.0 0.00
H 3.89875 3.32829 2.11118 0.0 0.0 0.0 0.00
H 5.23010 2.22798 2.43566 0.0 0.0 0.0 0.00
H 3.93973 -0.28664 3.08222 0.0 0.0 0.0 0.00
H 5.22035 -0.03184 1.89255 0.0 0.0 0.0 0.00
H 3.76037 -0.92750 1.43574 0.0 0.0 0.0 0.00
H 3.63528 2.42998 -0.26650 0.0 -0.1 0.0 0.00
H 3.55614 0.68900 -0.52812 0.0 0.0 0.0 0.00
H 5.04628 1.43711 0.07752 0.0 0.0 0.0 0.00
H 0.63950 4.24455 3.40140 0.0 0.0 0.0 0.00
H 1.19626 5.57533 2.37178 0.0 0.0 0.0 0.00
H 2.33070 4.32698 2.90688 0.0 0.0 0.0 0.00
H -1.16196 4.11909 1.74716 0.0 0.0 0.0 0.00
H -0.88246 3.46755 0.13424 0.1 0.0 0.0 0.00
H -0.44006 5.13773 0.51054 0.0 0.0 0.0 0.00
H 2.93916 4.02877 0.48016 0.0 0.0 0.0 0.00
H 1.70424 5.14833 -0.06100 0.0 0.0 0.0 0.00
H 1.74165 3.50506 -0.70574 0.0 0.0 0.0 0.00
O -3.62618 2.58821 0.61481 0.4 -0.2 0.0 0.00
C -4.42836 1.51723 0.45827 -0.1 -0.1 0.0 0.00
C -5.80481 1.73062 0.56058 0.0 0.0 0.0 0.00
C -6.68886 0.68092 0.41297 0.0 0.0 0.0 0.00
C -6.22146 -0.60579 0.16066 0.0 0.0 0.0 0.00
C -4.85998 -0.81883 0.05740 0.0 0.0 0.0 0.00
C -3.94238 0.22161 0.19987 0.0 0.1 0.0 0.00
C -2.48226 -0.05622 0.09290 0.1 -0.1 0.0 -0.01
O -1.66773 0.91360 0.35797 -0.1 0.3 -0.3 0.00
N -2.11090 -1.25530 -0.24191 0.2 0.2 0.1 -0.01
N -0.70701 -1.33155 -0.34023 -0.4 -0.1 -0.6 -0.02
C -0.32347 -2.32523 -1.05832 0.1 -0.1 0.2 -0.01
C 1.03857 -2.67093 -1.39146 0.0 0.2 0.1 0.00
C 1.25009 -3.77996 -2.21730 0.0 0.0 0.0 0.01
C 2.51558 -4.16396 -2.60917 0.0 0.0 0.0 0.00
C 3.60672 -3.41499 -2.15803 0.1 0.0 0.0 0.00
C 3.43615 -2.31928 -1.34275 -0.1 0.0 0.0 -0.01
C 2.14505 -1.90548 -0.93137 -0.3 -0.1 0.2 0.00
O 2.03714 -0.89333 -0.13244 0.4 0.2 -0.3 0.03
H -2.69692 2.23440 0.54935 -0.2 0.1 0.0 0.00
H -6.14907 2.73755 0.75858 0.0 0.0 0.0 0.00
H -7.75334 0.86534 0.49799 0.0 0.0 0.0 0.00
H -6.91350 -1.42986 0.04681 0.0 0.0 0.0 0.00
H -4.46426 -1.80603 -0.14131 0.0 0.0 0.0 0.00
H -1.11811 -2.94983 -1.45758 0.0 -0.1 0.0 0.00
H 0.38223 -4.33588 -2.55707 0.0 0.0 0.0 0.00
H 2.65984 -5.02220 -3.25184 0.0 0.0 0.0 0.00
H 4.61028 -3.69852 -2.45621 0.0 0.0 0.0 0.00
H 4.28404 -1.74193 -0.99569 0.0 0.0 0.0 0.00
C 0.57531 1.26013 -1.47746 -0.1 -0.6 -0.3 -0.03
C -0.14545 0.63622 -2.61590 0.0 0.0 0.0 0.00
C 0.49023 -0.29026 -3.45093 -0.1 0.1 0.0 0.00
C -0.19726 -0.94456 -4.46104 0.0 0.0 0.0 0.00
C -1.54448 -0.68337 -4.67861 0.0 0.0 0.0 0.00
C -2.18481 0.25417 -3.87824 0.0 0.0 0.0 0.00
C -1.49469 0.90972 -2.87055 0.0 -0.1 0.0 0.00
H 0.16124 2.24744 -1.27905 0.1 0.1 0.0 0.00
H 1.63877 1.32486 -1.71966 0.0 0.1 0.1 0.00
H 1.53814 -0.51587 -3.28389 0.0 0.0 0.0 0.00
H 0.32436 -1.67005 -5.07523 0.0 0.0 0.0 0.00
H -2.08530 -1.19812 -5.46337 0.0 0.0 0.0 0.00
H -3.23467 0.47489 -4.03430 0.0 0.0 0.0 0.00
H -2.01301 1.62898 -2.24526 0.0 0.0 0.0 0.00
```
Positions in Å, forces in eV/Å.

***

Entry from OMol25: a molecular structure, C38H46NiOP2Si at a distorted geometry (ωB97M-V/def2-TZVPD).

orbital gap (spin up / spin down): 6.794 / 5.768 eV
multiplicity: 3
calculated total energy: -109694.2251 eV
energy relative to the best compared isomer or geometry (same formula, charge and spin): 2.124 eV

The geometry in XYZ format:
```
89
Properties=species:S:1:pos:R:3:forces:R:3:mulliken_spin:R:1
Ni -1.45280 -1.67943 1.48687 -0.1 -2.4 1.3 1.80
C 2.88936 -3.08097 3.66471 0.2 0.5 0.4 0.00
C 2.62842 -1.88426 3.12671 -0.4 -0.8 0.5 0.00
C 3.05358 -1.30978 1.79929 0.0 0.9 -0.6 0.01
C 2.26087 -1.73861 0.52612 0.5 1.1 0.1 -0.04
C 2.19033 -3.19444 0.23381 -0.6 -0.5 0.3 0.00
C 2.86153 -4.15879 0.87680 0.0 0.2 -1.8 0.00
C 4.11685 -4.04387 1.65425 -0.2 -0.3 1.7 0.00
C 3.77079 -4.17377 3.16281 0.3 -0.6 -0.4 0.00
C -2.54780 -2.93012 0.32611 0.3 0.9 -0.3 0.09
H 2.41715 -3.28576 4.62953 0.3 0.2 -0.3 0.00
H 1.94117 -1.27398 3.75391 0.6 -0.3 -0.7 0.00
H 4.11540 -1.41121 1.52081 -0.4 0.2 0.7 0.00
H 2.85255 -0.23668 1.93285 0.3 -0.1 -0.4 0.00
H 1.26299 -1.24555 0.62554 0.3 -0.8 -0.3 0.03
H 2.72276 -1.25460 -0.36706 -0.2 0.1 0.6 0.00
H 1.46672 -3.41767 -0.57082 0.1 -0.3 0.8 0.00
H 2.60920 -5.19969 0.70360 -0.2 0.0 -0.4 0.00
H 4.66823 -3.11694 1.50251 0.0 -0.5 -0.2 0.00
H 4.73149 -4.91681 1.40341 0.1 0.4 -0.1 0.00
H 3.27224 -5.15182 3.34669 0.1 0.5 -0.2 0.00
H 4.70951 -4.24633 3.72938 -0.2 0.2 0.1 0.00
H -3.31828 -3.55905 0.81340 0.5 0.6 0.0 0.00
H -1.77808 -3.59280 -0.10970 -0.4 0.3 0.0 0.01
H -3.00094 -2.27557 -0.45750 0.2 -0.7 0.4 -0.01
P -0.70643 3.16388 -0.37361 -0.5 0.7 1.6 0.00
P -0.89454 2.10952 -2.76069 -1.2 -0.7 -2.8 0.00
C 0.84898 3.35944 -1.27086 0.2 -0.6 -1.6 0.00
C 0.69138 2.94562 -2.56619 0.1 0.5 1.6 0.00
C -1.15092 4.94210 -0.18172 0.4 -0.1 0.7 0.00
C -0.23149 5.99011 -0.32556 -0.4 0.1 -0.1 0.00
C -0.65269 7.31558 -0.23257 -0.3 0.1 0.0 0.00
C -1.99825 7.60372 0.03233 0.0 -0.2 0.0 0.00
C -2.91372 6.55071 0.19282 0.1 0.4 0.0 0.00
C -2.49425 5.23101 0.08934 0.3 0.2 -0.1 0.00
C -0.24140 2.47943 1.24887 0.2 0.5 0.3 0.04
C -0.23528 1.07110 1.41018 -0.1 0.9 0.2 0.00
C 0.06167 0.54861 2.66293 0.0 -0.3 0.0 -0.02
C 0.35431 1.39933 3.73022 0.1 0.2 0.0 -0.01
C 0.37959 2.78131 3.55733 -0.2 0.0 0.0 0.00
C 0.05054 3.33470 2.32062 0.0 -0.6 0.0 0.00
C -1.52380 3.03542 -4.28370 0.5 -0.3 -0.2 0.00
C -1.82645 4.40974 -4.20200 0.1 -0.5 0.1 0.00
C -2.27655 5.09696 -5.32625 0.1 -0.2 0.0 0.00
C -2.44123 4.43272 -6.54061 0.1 -0.2 0.0 0.00
C -2.13019 3.07436 -6.63699 0.0 0.1 0.2 0.00
C -1.66257 2.38564 -5.51731 -0.1 0.3 0.0 0.00
C -0.36657 0.48663 -3.44324 0.1 0.2 -0.3 0.00
C -1.36123 -0.45348 -3.76040 0.4 0.0 -0.1 0.00
C -1.01122 -1.67277 -4.33228 0.2 0.0 -0.1 0.00
C 0.33433 -1.97390 -4.57187 0.1 0.1 0.0 0.00
C 1.32855 -1.05569 -4.21250 -0.1 -0.2 0.0 0.00
C 0.98017 0.16378 -3.64002 -0.3 -0.2 -0.1 0.00
H 1.74598 3.81245 -0.84276 -0.1 -0.1 -0.3 0.00
H 1.36190 3.07746 -3.42138 0.1 0.0 0.5 0.00
H 0.81029 5.77234 -0.53750 -0.1 0.1 0.0 0.00
H 0.06808 8.12221 -0.38305 -0.2 -0.2 0.1 0.00
H -2.33356 8.64660 0.10559 0.1 -0.5 0.0 0.00
H -3.96712 6.75702 0.38442 0.3 0.0 0.0 0.00
H -3.20784 4.41951 0.20540 0.1 0.1 -0.1 0.00
H -0.52117 0.43034 0.56274 0.3 0.3 0.1 0.00
H 0.08868 -0.53519 2.85026 0.0 0.3 -0.1 -0.02
H 0.56835 0.97317 4.70554 0.0 0.0 -0.1 0.00
H 0.64251 3.43542 4.38437 -0.1 -0.1 0.0 0.00
H -0.00269 4.42076 2.17358 0.2 -0.5 0.1 0.00
H -1.68074 4.93354 -3.25591 -0.1 0.0 -0.2 0.00
H -2.48231 6.15969 -5.26384 0.0 -0.1 0.0 0.00
H -2.78350 4.98892 -7.40929 0.0 -0.1 0.1 0.00
H -2.22499 2.53925 -7.58075 0.0 0.2 0.1 0.00
H -1.38179 1.33741 -5.60758 -0.1 0.2 0.0 0.00
H -2.40963 -0.21753 -3.59384 0.1 0.0 0.0 0.00
H -1.79189 -2.37529 -4.61804 0.2 0.1 0.1 0.00
H 0.61405 -2.91647 -5.05339 -0.1 0.3 0.2 0.00
H 2.38405 -1.27000 -4.39225 -0.3 -0.1 0.0 0.00
H 1.74990 0.87858 -3.36005 -0.1 -0.2 -0.1 0.00
C -2.62886 -4.97276 3.75096 -0.2 0.3 -0.1 0.00
Si -0.89024 -4.33331 3.34270 0.4 -1.7 0.8 -0.01
C 0.09264 -4.80226 4.91204 0.1 0.4 -0.2 0.01
C -0.20522 -5.52019 2.04890 0.1 -0.1 -0.6 -0.01
O -0.72025 -2.77420 2.96453 -0.7 1.6 -1.3 0.15
H -2.59255 -5.80562 4.48012 0.1 0.4 -0.4 0.00
H -3.16648 -5.33297 2.86116 0.1 0.1 0.2 0.00
H -3.21763 -4.15963 4.20059 0.0 -0.2 0.0 0.00
H 0.16950 -5.88902 5.03204 -0.1 0.1 -0.1 0.00
H 1.11006 -4.41133 4.86437 -0.2 -0.2 0.0 0.00
H -0.35241 -4.40751 5.82555 -0.1 0.1 0.1 0.00
H -0.87956 -5.62232 1.18461 0.1 0.1 0.1 0.00
H 0.77226 -5.19200 1.65830 -0.5 -0.1 0.3 0.00
H -0.09186 -6.54415 2.44155 0.0 0.4 0.1 0.00
```
Positions in Å, forces in eV/Å.